# C12H28N4O4

A molecular structure, C12H28N4O4 at a distorted geometry (wB97M-V/def2-TZVPD, the Open Molecules 2025 dataset).

ΔE to the lowest compared entry with this formula, charge and spin: 10.612 eV
Multiplicity: 1
Electronic energy: -993.7023 a.u.

Last column: natural (NBO) charge in e.
Atoms and positions in Å:
C (4.53116, 1.03879, 0.93091)  -0.70
C (3.11989, 0.85255, 0.34939)  0.74
O (2.58742, -0.24940, 0.55748)  -0.71
N (2.63847, 1.77248, -0.41329)  -0.57
C (1.25351, 1.73837, -0.95905)  -0.41
H (5.22959, 1.40457, 0.17826)  0.22
H (4.92946, 0.09307, 1.29844)  0.24
H (4.37609, 1.68095, 1.79790)  0.24
H (3.18970, 2.58139, -0.66211)  0.40
H (1.33876, 1.98654, -2.01699)  0.18
H (0.51550, 2.41684, -0.53115)  0.25
H (0.80122, 0.75095, -0.86653)  0.22
C (-1.67304, 0.28346, -1.63932)  -0.69
C (-0.85242, 0.12211, -0.33918)  0.68
O (-0.46474, 1.12487, 0.31054)  -0.67
N (-0.52840, -1.11521, 0.00504)  -0.57
C (0.43305, -1.37236, 1.08271)  -0.47
H (-1.00623, 0.92251, -2.21818)  0.23
H (-2.69094, 0.66584, -1.56328)  0.24
H (-1.52493, -0.67050, -2.14541)  0.20
H (-0.81404, -1.88383, -0.58463)  0.40
H (1.39717, -1.34022, 0.57524)  0.28
H (0.21286, -2.37479, 1.44979)  0.19
H (0.26788, -0.72210, 1.94177)  0.24
C (-1.56740, 3.00898, 2.22870)  -0.71
C (-0.31299, 2.42334, 2.86127)  0.66
O (0.09106, 2.84279, 3.94184)  -0.68
N (0.34202, 1.58240, 2.02172)  -0.68
C (1.54422, 0.87863, 2.29694)  -0.51
H (-1.49320, 3.24201, 1.16649)  0.21
H (-1.73252, 3.96069, 2.73374)  0.22
H (-2.45693, 2.38972, 2.34433)  0.21
H (-0.13476, 1.13048, 1.25456)  0.40
H (1.95519, 0.20421, 1.54571)  0.26
H (1.40045, 0.32791, 3.22653)  0.17
H (2.41912, 1.51160, 2.44532)  0.15
C (-1.47335, -2.95461, -3.75319)  -0.70
C (-1.56123, -2.80148, -2.27168)  0.69
O (-0.58205, -2.56532, -1.58056)  -0.62
N (-2.77451, -2.84471, -1.73841)  -0.58
C (-3.14352, -2.55115, -0.37533)  -0.44
H (-2.44517, -3.20165, -4.18056)  0.21
H (-0.86857, -3.77814, -4.13284)  0.26
H (-1.22922, -1.95424, -4.11064)  0.25
H (-3.53094, -3.02655, -2.38249)  0.40
H (-3.26672, -3.46719, 0.20240)  0.21
H (-4.11030, -2.04866, -0.40592)  0.22
H (-2.33568, -2.01596, 0.12373)  0.25

Atoms 1-2, force components in eV/Å:
C -0.726 0.105 -0.114
C 4.197 -2.841 -0.553



# C2H4FNO3

2 unconnected molecules or ions with the total composition C2H4FNO3 at a distorted geometry (wB97M-V/def2-TZVPD, the Open Molecules 2025 dataset).

ΔE to the lowest compared entry with this formula, charge and spin: 1.901 eV
Multiplicity: 1
SMILES: C=C(F)[N+](=O)[O-].O
Electronic energy: -458.7948 a.u.

Last column: natural (NBO) charge in e.
Atoms and positions in Å:
C (1.30441, -0.79203, 0.56815)  -0.45
C (0.72589, 0.31737, 0.21901)  0.49
F (0.38966, 1.25057, 1.11770)  -0.31
N (0.31274, 0.68439, -1.15322)  0.49
O (0.53309, -0.20667, -2.00566)  -0.39
O (-0.07947, 1.80665, -1.35737)  -0.32
H (1.30197, -1.02517, 1.63195)  0.23
H (1.31516, -1.64786, -0.09216)  0.25
O (-1.58337, -0.05457, 0.18947)  -0.95
H (-2.23110, -0.58058, -0.19298)  0.48
H (-1.98899, 0.24790, 1.07513)  0.49

Atoms 1-2, force components in eV/Å:
C -0.746 -1.524 0.484
C -0.211 1.146 0.430



# C31H28IN5O3PPt

A molecular structure, C31H28IN5O3PPt (wB97M-V/def2-TZVPD, the Open Molecules 2025 dataset).

ΔE to the lowest compared entry with this formula, charge and spin: 0.099 eV
Multiplicity: 5
Electronic energy: -2455.0286 a.u.
Charge: +3
⟨S²⟩: 6.039

Last column: Mulliken spin population.
Atoms and positions in Å:
Pt (1.29004, 0.87786, -0.27855)  1.37
I (-1.07763, 2.50316, -0.46337)  0.29
C (-2.93746, 1.74860, 0.03853)  0.25
C (-3.78655, 2.74478, 0.55858)  0.00
C (-5.13044, 2.51793, 0.73561)  0.09
C (-5.65811, 1.28553, 0.34694)  0.20
C (-4.83363, 0.26626, -0.15592)  -0.01
C (-5.44622, -0.92019, -0.58995)  0.13
C (-4.68182, -1.95231, -1.10951)  0.08
C (-3.30573, -1.82917, -1.11658)  0.00
C (-2.63295, -0.67680, -0.65863)  0.21
P (-0.80152, -0.96345, -0.43134)  0.30
C (-0.46081, -2.05875, -1.80855)  0.07
C (-0.01112, -3.36220, -1.59450)  0.03
C (0.23485, -4.18252, -2.68480)  0.00
C (0.04412, -3.70298, -3.97540)  0.03
C (-0.39513, -2.39946, -4.18757)  -0.01
C (-0.64399, -1.57229, -3.10626)  0.01
C (-0.72458, -1.85138, 1.14035)  0.02
C (-1.86702, -2.35314, 1.77397)  0.02
C (-1.75045, -3.07543, 2.94977)  0.00
C (-0.49940, -3.30599, 3.50599)  0.02
C (0.63770, -2.80662, 2.88629)  0.00
C (0.53063, -2.07536, 1.71465)  0.02
C (-3.41028, 0.43840, -0.25208)  0.06
H (-3.37667, 3.71841, 0.79500)  0.00
H (-5.77318, 3.29112, 1.13380)  0.00
H (-6.72224, 1.10272, 0.43541)  0.00
H (-6.52369, -1.01174, -0.52661)  0.00
H (-5.15025, -2.85847, -1.46898)  0.00
H (-2.71978, -2.67080, -1.45840)  -0.01
H (0.14390, -3.73276, -0.58930)  0.00
H (0.57439, -5.19729, -2.52751)  0.00
H (0.23676, -4.34795, -4.82240)  0.00
H (-0.54094, -2.03250, -5.19446)  0.00
H (-0.97477, -0.55252, -3.27403)  0.00
H (-2.85437, -2.19188, 1.36513)  0.01
H (-2.63817, -3.46543, 3.42886)  0.00
H (-0.41219, -3.87794, 4.42003)  0.00
H (1.61398, -2.99614, 3.31198)  0.00
H (1.42688, -1.71340, 1.23251)  -0.01
N (2.30431, 1.67664, 3.75693)  0.00
C (0.96169, 1.70135, 4.04936)  -0.01
C (0.31766, 1.42472, 2.88414)  -0.01
N (1.24968, 1.23491, 1.89529)  0.21
C (2.43969, 1.38985, 2.45136)  0.00
C (3.61891, 1.22773, 1.62323)  -0.01
N (3.45173, 0.97901, 0.33736)  0.21
C (4.69654, 0.82575, -0.21440)  0.00
C (5.62820, 0.99377, 0.76372)  0.00
N (4.93001, 1.24627, 1.92035)  0.00
H (3.04207, 1.85086, 4.42206)  0.00
H (0.59817, 1.90526, 5.04112)  0.00
H (-0.73908, 1.33300, 2.70432)  0.00
H (4.84570, 0.61131, -1.25813)  0.00
H (6.70341, 0.95681, 0.74412)  0.00
H (5.35097, 1.39913, 2.82384)  0.00
C (2.55384, 5.20073, -1.28092)  0.01
C (2.29601, 3.73491, -1.42276)  0.00
N (2.73736, 3.11125, -2.49904)  0.00
O (1.64055, 3.14345, -0.51667)  0.13
H (3.45822, 5.50782, -1.80238)  0.00
H (2.62205, 5.45963, -0.22820)  0.00
H (1.71186, 5.74542, -1.71346)  0.00
H (3.24715, 3.62266, -3.20210)  0.00
H (2.52364, 2.13371, -2.66755)  0.00
O (1.84896, 0.34460, -2.38024)  0.11
C (2.22230, -0.81863, -2.05473)  -0.04
O (2.09812, -1.21175, -0.86711)  0.21
H (2.64804, -1.48804, -2.80827)  0.00

Atoms 1-2, force components in eV/Å:
Pt 0.269 -0.077 -0.044
I -0.039 0.070 0.002



# C7H8

C7H8 in the gas phase at a distorted geometry (wB97M-V/def2-TZVPD, the Open Molecules 2025 dataset).

ΔE to the lowest compared entry with this formula, charge and spin: 0.716 eV
Multiplicity: 1
SMILES: Cc1ccccc1
Electronic energy: -271.5051 a.u.

Last column: natural (NBO) charge in e.
Atoms and positions in Å:
C (1.68117, -1.70479, 0.17590)  -0.63
C (0.56877, -0.66136, 0.10281)  -0.04
C (-0.10774, -0.54985, -1.10906)  -0.21
C (-1.11824, 0.46944, -1.20992)  -0.20
C (-1.18711, 1.44501, -0.19340)  -0.22
C (-0.56260, 1.24057, 1.05634)  -0.22
C (0.34455, 0.19143, 1.15803)  -0.21
H (2.52965, -1.51985, -0.51366)  0.22
H (2.11269, -1.72316, 1.17385)  0.21
H (1.38610, -2.72488, -0.04830)  0.22
H (0.13271, -1.23100, -1.93029)  0.21
H (-1.67610, 0.50573, -2.17507)  0.22
H (-1.96301, 2.22863, -0.22177)  0.21
H (-1.06473, 1.73302, 1.88045)  0.22
H (1.08771, 0.00749, 2.06709)  0.21

Atoms 1-2, force components in eV/Å:
C 0.575 0.240 0.114
C 1.392 -1.070 -1.449



# C3H5NO2S

C3H5NO2S in the gas phase at a distorted geometry (wB97M-V/def2-TZVPD, the Open Molecules 2025 dataset).

ΔE to the lowest compared entry with this formula, charge and spin: 1.766 eV
Multiplicity: 1
SMILES: CNC(=S)C(=O)O
Electronic energy: -720.6816 a.u.

Last column: natural (NBO) charge in e.
Atoms and positions in Å:
C (0.33284, 1.56691, 0.64897)  -0.44
N (0.25285, 0.12173, 0.94099)  -0.50
C (-0.09912, -0.89434, 0.24794)  0.02
S (0.39431, -2.50662, 0.60082)  -0.20
C (-0.44233, -0.47114, -1.18776)  0.72
O (-0.32611, 0.56911, -1.72998)  -0.55
O (-0.78936, -1.55824, -1.87299)  -0.64
H (0.75424, 1.37637, -0.49515)  0.27
H (0.98443, 2.13165, 1.38854)  0.22
H (-0.59420, 1.95092, 0.53825)  0.20
H (0.40161, -0.11090, 2.02220)  0.42
H (-0.86916, -2.17545, -1.10180)  0.49

Atoms 1-2, force components in eV/Å:
C 4.451 -2.282 -2.815
N 0.314 1.223 7.134



# C20H23N4O3STc

A molecular structure, C20H23N4O3STc (wB97M-V/def2-TZVPD, the Open Molecules 2025 dataset).

ΔE to the lowest compared entry with this formula, charge and spin: 0.367 eV
Multiplicity: 4
Electronic energy: -1699.5263 a.u.
Charge: +1
⟨S²⟩: 3.769

Last column: Mulliken spin population.
Atoms and positions in Å:
Tc (0.40273, -0.38737, 0.40402)  2.62
O (-0.31952, -0.67759, -1.44739)  0.08
C (-1.23710, 0.09947, -1.97149)  0.04
C (-2.24966, -0.47224, -2.76751)  0.01
C (-3.21234, 0.31274, -3.35319)  0.00
C (-3.20504, 1.70887, -3.21165)  0.01
C (-2.20824, 2.29434, -2.47664)  0.00
C (-1.23705, 1.51328, -1.81951)  0.02
C (-0.15445, 2.16619, -1.14323)  -0.02
N (0.55944, 1.60699, -0.23307)  -0.05
C (1.85991, 2.13559, 0.15731)  0.01
C (2.89103, 1.15119, -0.40289)  0.01
N (2.38022, -0.21987, -0.23479)  -0.02
C (3.14628, -1.21871, -0.49869)  0.02
C (2.80840, -2.60843, -0.38789)  -0.01
C (3.75773, -3.53812, -0.85507)  0.00
C (3.52938, -4.88914, -0.78565)  0.01
C (2.33362, -5.34486, -0.22428)  0.00
C (1.39016, -4.46515, 0.25701)  0.02
C (1.60244, -3.08152, 0.18362)  0.04
O (0.67695, -2.28647, 0.68852)  0.10
H (-2.24389, -1.54631, -2.89140)  0.00
H (-3.98457, -0.15605, -3.94972)  0.00
H (-3.95695, 2.30980, -3.70308)  0.00
H (-2.15331, 3.37403, -2.38966)  0.00
H (0.09829, 3.18443, -1.44625)  0.00
H (1.91176, 2.15976, 1.24458)  -0.01
H (2.02198, 3.13572, -0.24956)  0.00
H (3.84883, 1.26099, 0.10727)  0.00
H (3.03457, 1.33799, -1.47006)  0.00
H (4.15799, -1.00378, -0.84491)  0.00
H (4.68178, -3.16430, -1.27960)  0.00
H (4.26312, -5.59117, -1.15428)  0.00
H (2.14370, -6.40856, -0.16178)  0.00
H (0.46810, -4.81689, 0.69841)  0.00
S (-1.93012, -0.74725, 1.14770)  -0.04
C (-2.35177, 0.86877, 1.47916)  0.01
N (-1.53671, 1.78186, 2.00163)  0.00
C (-2.23510, 3.03372, 2.29009)  0.00
C (-3.61334, 2.80614, 1.62824)  0.00
N (-3.56003, 1.38699, 1.28491)  0.00
H (-0.63786, 1.50379, 2.38039)  0.01
H (-1.71058, 3.88158, 1.85236)  0.00
H (-2.31681, 3.19113, 3.36567)  0.00
H (-3.73577, 3.40755, 0.72652)  0.00
H (-4.43758, 3.01305, 2.30720)  0.00
H (-4.26569, 0.89256, 0.76555)  0.00
C (0.90325, -0.61779, 3.31880)  0.01
O (0.90480, 0.20938, 2.16479)  0.11
H (1.88676, -0.57482, 3.79240)  0.01
H (0.67281, -1.65517, 3.07315)  0.00
H (0.15745, -0.25634, 4.03400)  0.01

Atoms 1-2, force components in eV/Å:
Tc -0.189 -0.159 -0.500
O 0.172 -0.085 0.064



# H22Mg2O27S4

A molecular structure, H22Mg2O27S4 at a distorted geometry (wB97M-V/def2-TZVPD, the Open Molecules 2025 dataset).

ΔE to the lowest compared entry with this formula, charge and spin: 0.000 eV
Multiplicity: 1
Electronic energy: -4037.8279 a.u.
Charge: -4

Last column: natural (NBO) charge in e.
Atoms and positions in Å:
Mg (-2.64027, -0.03294, -0.53082)  1.82
Mg (1.37602, -2.07478, -1.35746)  1.81
S (-3.02644, 3.17361, 0.59034)  2.63
O (-1.73867, 3.77969, 0.61430)  -1.06
O (-3.88024, 3.77569, -0.43694)  -1.13
O (-2.91731, 1.77261, 0.16327)  -1.23
O (-3.59683, 3.23196, 1.96402)  -1.13
S (0.29961, -0.04351, 0.67583)  2.70
O (-0.37028, -0.54757, 1.87946)  -1.10
O (-0.76112, 0.35079, -0.23624)  -1.10
O (1.18748, 1.10741, 0.87671)  -1.06
O (1.13553, -1.08984, 0.08276)  -1.18
S (-1.68074, -3.04281, -1.56524)  2.67
O (-1.70355, -3.23235, -3.00431)  -1.05
O (-2.43758, -4.03691, -0.84333)  -1.09
O (-0.28680, -3.00371, -1.07798)  -1.21
O (-2.28306, -1.75227, -1.23123)  -1.21
S (0.72071, 0.07514, -3.77482)  2.65
O (-0.56186, -0.01119, -4.45543)  -1.10
O (1.07600, 1.41490, -3.36652)  -1.09
O (0.69073, -0.78897, -2.57416)  -1.23
O (1.69619, -0.51597, -4.66525)  -1.14
O (-0.75435, 2.62136, 2.94515)  -0.99
H (-0.34620, 1.81870, 2.62052)  0.44
H (-1.33067, 2.90200, 2.23428)  0.52
O (-2.94119, -0.79212, 1.30844)  -0.98
H (-3.60291, -1.43079, 1.57391)  0.47
H (-2.21233, -0.93682, 1.91180)  0.52
O (1.00075, 3.70525, 1.10586)  -0.93
H (1.12441, 2.75693, 1.06535)  0.49
H (1.45922, 3.97326, 1.90223)  0.41
O (-0.37075, 0.06637, 4.30478)  -0.98
H (-0.28450, 0.04449, 3.35173)  0.49
H (0.20840, 0.77630, 4.58193)  0.45
O (2.54905, -0.99735, 2.89605)  -0.98
H (2.61144, -1.14701, 1.95268)  0.48
H (1.69344, -0.58581, 3.01767)  0.49
O (-0.31165, -3.17598, 1.56511)  -1.03
H (-0.18001, -3.31867, 0.62781)  0.49
H (-0.40544, -2.22742, 1.65262)  0.48
O (3.24869, -1.29116, -1.82024)  -1.00
H (4.01265, -1.54254, -2.33928)  0.47
H (3.53254, -0.51635, -1.33514)  0.52
O (0.25185, 2.63793, -1.20224)  -1.00
H (-0.25744, 1.91328, -0.83927)  0.48
H (0.72118, 2.25407, -1.94293)  0.48
O (2.28738, -3.57662, -0.15267)  -0.96
H (2.74368, -4.25454, -0.65110)  0.47
H (2.38524, -3.84384, 0.76125)  0.51
O (3.46869, 0.70584, -0.18331)  -1.00
H (3.58557, 1.44249, -0.78324)  0.48
H (2.60921, 0.85215, 0.21181)  0.52
O (-2.46405, 0.85798, -2.35485)  -1.01
H (-2.65843, 1.41551, -3.10824)  0.50
H (-1.67108, 0.38396, -2.60532)  0.53

Atoms 1-2, force components in eV/Å:
Mg 0.335 1.710 0.144
Mg -0.688 0.037 -2.276



# C3H10N3O

3 unconnected molecules or ions with the total composition C3H10N3O at a distorted geometry (wB97M-V/def2-TZVPD, the Open Molecules 2025 dataset).

ΔE to the lowest compared entry with this formula, charge and spin: 2.810 eV
Multiplicity: 1
Electronic energy: -359.7393 a.u.
Charge: -1

Last column: natural (NBO) charge in e.
Atoms and positions in Å:
C (1.65175, -1.66783, -0.73682)  -0.46
N (1.05675, 0.90895, -0.29277)  -0.94
C (0.42948, 0.21952, -1.30150)  0.30
N (0.72237, -0.97274, -1.67067)  -0.52
H (1.74969, -2.65304, -1.13014)  0.17
H (1.31297, -1.67132, 0.32420)  0.20
H (2.65913, -1.18683, -0.72782)  0.18
H (0.94672, 1.92492, -0.36245)  0.36
H (0.40382, 0.59785, 0.48402)  0.46
H (-0.36198, 0.82551, -1.73458)  0.18
N (-0.17145, 0.13883, 2.18672)  -1.17
C (-1.77039, 0.34708, 0.98199)  0.22
O (-1.89684, 1.07709, -0.03868)  -0.78
H (-0.29780, 0.67386, 3.05904)  0.32
H (-0.25506, -0.85856, 2.45750)  0.31
H (-1.64684, -0.72597, 0.89104)  0.08
H (-2.45473, 0.53890, 1.82366)  0.08

Atoms 1-2, force components in eV/Å:
C 0.323 1.323 -0.157
N 0.074 -0.053 1.589